{
  "formula": "C5H9NO",
  "method": "ωB97M-V/def2-TZVPD",
  "elements": ["C", "C", "C", "C", "O", "C", "N", "H", "H", "H", "H", "H", "H", "H", "H", "H"],
  "positions_angstrom": [[-1.37963, 1.74543, -0.09741], [-0.55123, 1.36145, 0.90494], [0.82055, 0.95549, 0.63942], [0.83078, -0.64807, 0.07892], [2.06519, -1.25635, 0.11035], [-0.24687, -1.10234, -0.50778], [-0.56646, -2.40844, -0.84908], [-2.38853, 2.07188, 0.12341], [-0.96923, 2.30426, -0.93788], [-0.99692, 0.91492, 1.79107], [1.44207, 0.97629, 1.53889], [1.27048, 1.51365, -0.18527], [2.69998, -0.66916, 0.52606], [-1.10032, -0.25607, -0.57279], [0.25230, -3.00095, -0.91675], [-1.18215, -2.50200, -1.64610]],
  "atomic_forces_ev_per_a": [[0.8525, 2.4043, 1.6698], [-1.7380, -0.8454, -1.2574], [1.0113, -2.6023, -1.2971], [0.7387, 3.4595, 0.8115], [-0.2986, -0.3954, 0.2191], [-2.6978, 1.8790, 0.1606], [0.2281, -0.3933, -0.4232], [-0.2955, -0.6322, 0.0268], [0.1536, -0.7216, -0.3449], [-0.0015, 0.4030, 0.1900], [0.0739, 0.0164, -0.1423], [0.1131, 0.2212, 0.2768], [-0.0137, 0.0078, 0.0866], [1.8518, -2.7271, 0.0940], [-0.1835, -0.0621, -0.1598], [0.2057, -0.0119, 0.0894]],
  "mulliken_charge": [-0.830, -0.204, -0.646, 0.277, -0.550, 0.051, -0.512, 0.291, 0.273, 0.265, 0.432, 0.288, 0.303, 0.092, 0.241, 0.228],
  "e_lumo_ha": 0.033,
  "smiles": "C=CC/C(O)=C/N",
  "energy_ev": -8865.963,
  "relative_energy_ev": 3.2497,
  "spin_multiplicity": 1,
  "largest_force_ha_per_bohr": 0.071,
  "e_homo_ev": -7.5
}

{
  "formula": "C5H9NO",
  "method": "ωB97M-V/def2-TZVPD",
  "elements": ["C", "C", "N", "C", "C", "C", "O", "H", "H", "H", "H", "H", "H", "H", "H", "H"],
  "positions_angstrom": [[1.08866, -1.43161, -0.09785], [0.45241, -0.26486, 0.65970], [1.12369, 1.01020, 0.39234], [-1.02896, -0.09489, 0.34305], [-1.39144, 0.53141, -1.03806], [-1.51108, 1.29356, 0.21998], [-1.83105, 2.31591, 0.75495], [1.04661, -1.24837, -1.17927], [0.58574, -2.38489, 0.09740], [2.14428, -1.53607, 0.17866], [0.53241, -0.45295, 1.73738], [1.91056, 1.15369, 1.01206], [1.47448, 1.03930, -0.55943], [-1.69932, -0.86488, 0.72545], [-2.31732, 0.20992, -1.50932], [-0.57966, 0.72451, -1.73703]],
  "atomic_forces_ev_per_a": [[0.0069, -0.0662, -0.0475], [0.0109, -0.0746, 0.0795], [0.2209, -0.0170, -0.0771], [0.0556, -0.0594, 0.1950], [-0.0525, 0.1237, -0.1814], [-0.1683, 0.2071, 0.1339], [0.0776, -0.5348, -0.2695], [-0.0351, -0.0157, 0.1394], [0.0224, 0.1449, 0.0163], [-0.1776, 0.0156, -0.0131], [-0.0428, 0.0479, -0.1353], [-0.0375, -0.0216, -0.0710], [0.0349, 0.0205, 0.0985], [0.0930, 0.1407, -0.0817], [0.1177, -0.0065, 0.0827], [-0.1262, 0.0953, 0.1312]],
  "mulliken_charge": [-1.276, 0.213, -0.629, -0.400, -0.812, 0.644, -0.531, 0.287, 0.359, 0.362, 0.377, 0.243, 0.201, 0.415, 0.313, 0.233],
  "e_lumo_ha": 0.032,
  "smiles": "C[C@@H](N)[C@@H]1CC1=O",
  "energy_ev": -8866.785,
  "relative_energy_ev": 2.4276,
  "spin_multiplicity": 1,
  "largest_force_ha_per_bohr": 0.012,
  "e_homo_ev": -8.9
}

{
  "formula": "C5H9NO",
  "method": "ωB97M-V/def2-TZVPD",
  "elements": ["C", "C", "C", "C", "O", "C", "N", "H", "H", "H", "H", "H", "H", "H", "H", "H"],
  "positions_angstrom": [[-2.04821, -0.31271, -0.20774], [-0.56240, -0.50138, 0.06682], [0.22613, 0.79226, 0.15000], [1.71986, 0.59889, -0.04037], [1.90205, 0.07839, -1.34901], [0.09394, -1.52136, 1.37794], [-0.91961, -1.16716, 1.85731], [-2.12998, 0.09404, -1.22269], [-2.51945, 0.38240, 0.49176], [-2.58665, -1.26325, -0.17131], [-0.14686, -1.16368, -0.69246], [-0.13749, 1.43909, -0.65937], [0.02086, 1.30027, 1.09926], [2.10420, -0.09630, 0.71908], [2.23161, 1.56627, 0.07795], [2.79645, -0.27770, -1.40790]],
  "atomic_forces_ev_per_a": [[-0.0399, 0.0122, -0.0125], [-0.0925, 0.2404, -0.4276], [-0.0150, 0.0119, 0.0238], [-0.1206, 0.1523, 0.3436], [0.3373, -0.1293, -0.0316], [0.1766, -0.1935, 0.1103], [-0.1288, -0.0394, 0.2261], [-0.0228, -0.0444, 0.1216], [0.1077, -0.1071, -0.0969], [0.1120, 0.1595, 0.0050], [-0.0532, 0.0867, 0.1048], [0.0283, -0.0570, 0.0888], [0.0087, -0.0909, -0.1597], [-0.0407, 0.1290, -0.1524], [-0.0787, -0.1746, -0.0628], [-0.1785, 0.0442, -0.0805]],
  "mulliken_charge": [-1.472, 0.584, -0.662, -0.475, -0.525, -0.262, -0.299, 0.410, 0.338, 0.376, 0.309, 0.346, 0.341, 0.366, 0.310, 0.314],
  "e_lumo_ha": 0.031,
  "energy_ev": -8865.649,
  "relative_energy_ev": 3.5637,
  "spin_multiplicity": 1,
  "largest_force_ha_per_bohr": 0.010,
  "e_homo_ev": -10.5
}

{
  "formula": "C5H9NO",
  "method": "ωB97M-V/def2-TZVPD",
  "elements": ["C", "C", "N", "C", "C", "C", "O", "H", "H", "H", "H", "H", "H", "H", "H", "H"],
  "positions_angstrom": [[1.50597, 0.62272, 1.01665], [0.49202, 1.17100, 0.04355], [0.70989, 0.84055, -1.36312], [-0.48593, 0.33376, -0.70176], [-0.60115, -1.17181, -0.55880], [-1.52712, -1.50580, 0.58449], [-2.67231, -1.86219, 0.44062], [1.79791, -0.39410, 0.74060], [2.41455, 1.23486, 1.00092], [1.11260, 0.61928, 2.03955], [0.15135, 2.18348, 0.27190], [0.49721, 1.62037, -1.97744], [-1.43493, 0.81562, -0.94444], [0.38746, -1.60268, -0.36787], [-1.00407, -1.60127, -1.48225], [-1.09470, -1.36933, 1.60344]],
  "atomic_forces_ev_per_a": [[0.0046, -0.0491, 0.0163], [0.0612, 0.0997, 0.2082], [0.0793, 0.1635, -0.2344], [-0.2245, -0.0735, 0.0608], [0.0010, -0.0553, -0.0397], [-0.2780, -0.0597, -0.0724], [0.4800, 0.1273, 0.1467], [-0.0404, 0.1460, 0.0802], [-0.1552, -0.0599, 0.0091], [0.0551, -0.0148, -0.1408], [0.0672, -0.1895, -0.0990], [-0.0100, -0.0778, 0.0805], [0.1772, -0.0612, 0.0414], [-0.1291, 0.0769, -0.0493], [0.0510, 0.0559, 0.1444], [-0.1394, -0.0287, -0.1519]],
  "mulliken_charge": [-1.310, 0.110, -0.613, -0.125, -0.636, 0.055, -0.467, 0.299, 0.357, 0.296, 0.428, 0.247, 0.428, 0.324, 0.294, 0.312],
  "e_lumo_ha": 0.037,
  "smiles": "C[C@H]1N[C@H]1CC=O",
  "energy_ev": -8867.204,
  "relative_energy_ev": 2.0087,
  "spin_multiplicity": 1,
  "largest_force_ha_per_bohr": 0.010,
  "e_homo_ev": -9.8
}

{
  "formula": "C5H9NO",
  "method": "ωB97M-V/def2-TZVPD",
  "elements": ["C", "C", "C", "O", "N", "C", "C", "H", "H", "H", "H", "H", "H", "H", "H", "H"],
  "positions_angstrom": [[-1.16116, 0.02021, -1.34183], [-0.98523, 0.15005, 0.16994], [-0.43548, 1.50452, 0.64909], [-0.72966, 2.66348, 0.47755], [0.59911, 0.91105, 1.31232], [0.32666, -0.45476, 0.86162], [1.37785, -1.08246, -0.05682], [-1.09557, 0.99291, -1.84005], [-2.09814, -0.46296, -1.63071], [-0.34716, -0.58939, -1.75557], [-1.88682, -0.14677, 0.71808], [1.42867, 1.33968, 1.69807], [0.08632, -1.12241, 1.69908], [1.01264, -1.08556, -1.09238], [1.59482, -2.12269, 0.20503], [2.31315, -0.51490, -0.07340]],
  "atomic_forces_ev_per_a": [[0.1984, -0.1663, -0.1518], [0.1880, -0.2437, 0.0492], [-0.0564, 0.3922, -0.0613], [0.0360, -0.5113, 0.0713], [0.1239, 0.2332, 0.0030], [-0.3058, -0.1332, -0.2053], [-0.0889, -0.0254, -0.2658], [-0.1488, -0.0937, 0.1608], [0.0865, 0.1496, 0.1414], [-0.5309, 0.2315, -0.1113], [0.1874, 0.1496, -0.1065], [-0.0527, -0.1212, 0.0224], [0.0585, 0.1441, -0.1829], [0.4343, -0.1336, 0.3752], [-0.0132, 0.2150, 0.0653], [-0.1163, -0.0867, 0.1961]],
  "mulliken_charge": [-1.230, 0.244, 0.176, -0.623, -0.138, 0.053, -1.128, 0.292, 0.301, 0.301, 0.385, 0.196, 0.332, 0.248, 0.282, 0.308],
  "e_lumo_ha": 0.037,
  "smiles": "C[C@@H]1C(=O)N[C@@H]1C",
  "energy_ev": -8868.140,
  "relative_energy_ev": 1.0723,
  "spin_multiplicity": 1,
  "largest_force_ha_per_bohr": 0.011,
  "e_homo_ev": -9.7
}

{
  "formula": "C5H9NO",
  "method": "ωB97M-V/def2-TZVPD",
  "elements": ["O", "C", "C", "C", "C", "N", "C", "H", "H", "H", "H", "H", "H", "H", "H", "H"],
  "positions_angstrom": [[0.18154, 2.34009, 0.91053], [0.03018, 1.55981, -0.25877], [-1.05109, 0.45565, -0.12167], [0.08136, -0.57417, -0.02421], [-0.02155, -2.00947, -0.36211], [0.20807, -1.57942, 1.02361], [1.13650, 0.49807, -0.41499], [0.26408, 1.73932, 1.66550], [-0.09638, 2.26414, -1.08384], [-1.69075, 0.35634, -1.00514], [-1.66974, 0.56244, 0.77891], [0.81431, -2.51808, -0.83931], [-1.00549, -2.39506, -0.63481], [-0.66691, -1.63134, 1.54258], [1.98445, 0.63789, 0.25274], [1.50142, 0.29379, -1.42902]],
  "atomic_forces_ev_per_a": [[-0.0125, 0.0055, 0.1395], [-0.0765, 0.2064, -0.0642], [0.1431, 0.0882, 0.0518], [-0.0833, 0.0247, -0.2943], [0.0546, 0.0324, -0.2931], [-0.0600, 0.1699, 0.1160], [-0.3114, -0.9957, -0.0118], [0.0228, 0.1614, -0.1674], [0.0078, -0.0844, 0.1392], [0.0905, -0.0881, 0.1676], [0.0426, 0.0193, -0.2106], [-0.1066, 0.0694, 0.1557], [0.2095, 0.1017, 0.0804], [0.1678, -0.0143, -0.0075], [-0.0003, -0.0648, 0.0657], [-0.0882, 0.3682, 0.1328]],
  "mulliken_charge": [-0.563, 0.090, -0.848, 0.659, -0.548, -0.717, -0.824, 0.342, 0.395, 0.285, 0.341, 0.258, 0.238, 0.246, 0.351, 0.296],
  "e_lumo_ha": 0.037,
  "smiles": "O[C@H]1C[C@]2(CN2)C1",
  "energy_ev": -8866.498,
  "relative_energy_ev": 2.7147,
  "spin_multiplicity": 1,
  "largest_force_ha_per_bohr": 0.020,
  "e_homo_ev": -9.6
}

{
  "formula": "C5H9NO",
  "method": "ωB97M-V/def2-TZVPD",
  "elements": ["C", "C", "O", "C", "C", "N", "C", "H", "H", "H", "H", "H", "H", "H", "H", "H"],
  "positions_angstrom": [[-1.45016, 1.20267, 1.42370], [-1.29305, -0.12202, 0.75167], [-1.76909, -1.14935, 1.20276], [-0.38864, -0.31341, -0.41121], [0.78819, -0.71139, 0.46242], [0.91649, 0.25059, -0.60817], [1.58989, -0.09071, -1.85379], [-1.56952, 1.04006, 2.49683], [-0.62844, 1.89023, 1.20820], [-2.37687, 1.62315, 1.02279], [-0.68457, -1.10458, -1.10425], [0.65799, -1.79298, 0.51614], [0.89045, -0.23118, 1.43300], [2.64287, 0.19693, -1.77453], [1.14174, 0.47591, -2.67622], [1.53275, -1.16393, -2.08935]],
  "atomic_forces_ev_per_a": [[-0.0796, 0.1224, 0.0771], [-0.3646, 0.0120, 0.0919], [-0.6809, 0.5143, -0.2322], [-0.2530, -0.2837, 0.0503], [0.2532, -0.1469, 0.2892], [-0.0540, 0.0432, 0.0769], [0.0043, -0.0820, -0.1060], [-0.0110, 0.1349, -0.1351], [-0.0884, -0.1149, -0.0216], [0.0617, 0.1416, 0.0964], [-0.0091, 0.0277, 0.2550], [1.5009, -0.1464, -0.6013], [-0.0838, -0.1918, -0.0542], [-0.1894, -0.0933, 0.0264], [0.0414, -0.0640, 0.1722], [-0.0477, 0.1269, 0.0151]],
  "mulliken_charge": [-1.107, 0.560, -0.601, -0.036, -0.740, -0.254, -0.844, 0.312, 0.331, 0.358, 0.390, 0.392, 0.318, 0.285, 0.305, 0.331],
  "e_lumo_ha": 0.039,
  "smiles": "CC(=O)[C@@H]1CN1C",
  "energy_ev": -8865.734,
  "relative_energy_ev": 3.4782,
  "spin_multiplicity": 1,
  "largest_force_ha_per_bohr": 0.032,
  "e_homo_ev": -9.2
}

{
  "formula": "C5H9NO",
  "method": "ωB97M-V/def2-TZVPD",
  "elements": ["C", "C", "C", "O", "C", "N", "C", "H", "H", "H", "H", "H", "H", "H", "H", "H"],
  "positions_angstrom": [[-1.49070, -1.27983, -0.55176], [-0.61844, -0.46212, 0.32368], [-0.59783, 0.18378, 1.55552], [-1.32882, 0.41037, 2.51159], [0.89840, 0.56746, 1.31890], [0.75667, -0.03720, -0.06768], [0.84012, 0.90191, -1.22605], [-1.62594, -0.85953, -1.56204], [-2.48067, -1.32325, -0.08835], [-1.13987, -2.31701, -0.67423], [1.61945, -0.00341, 1.91107], [1.18996, 1.61997, 1.27693], [1.42597, -0.79966, -0.21235], [-0.17388, 1.07940, -1.58559], [1.44772, 0.47087, -2.02385], [1.27786, 1.84825, -0.90581]],
  "atomic_forces_ev_per_a": [[-0.0893, -0.0451, -0.0432], [-0.1385, -0.0015, 0.0527], [0.0946, -0.0939, -0.0864], [0.0924, -0.0802, -0.0998], [0.0951, 0.1543, 0.1435], [0.0931, -0.0856, -0.0882], [0.0151, 0.0851, -0.0639], [0.0201, -0.0272, 0.1762], [0.1163, -0.0101, -0.0574], [-0.0575, 0.1526, 0.0204], [-0.0932, 0.0823, -0.0665], [-0.1116, -0.1142, -0.0185], [-0.1203, 0.1105, 0.0522], [0.1587, -0.0186, 0.0309], [-0.0642, 0.0328, 0.0942], [-0.0109, -0.1411, -0.0462]],
  "mulliken_charge": [-1.126, -0.177, 0.618, -0.748, -0.581, 0.133, -0.812, 0.297, 0.317, 0.254, 0.254, 0.281, 0.368, 0.288, 0.342, 0.294],
  "e_lumo_ha": 0.018,
  "smiles": "CC1=C([O-])C[N@@H+]1C",
  "energy_ev": -8866.021,
  "relative_energy_ev": 3.1920,
  "spin_multiplicity": 1,
  "largest_force_ha_per_bohr": 0.004,
  "e_homo_ev": -7.2
}